A cluster of 2 separate species, C3H6OSe in total at a distorted geometry, computed with the ωB97M-V functional and the def2-TZVPD basis.

The geometry in XYZ format:
```
11
Properties=species:S:1:pos:R:3:lowdin_charge:R:1
C -2.819 -0.370 0.632 -0.102
C 1.803 0.917 -1.645 -0.411
C 1.294 -0.541 0.799 -0.459
O -1.646 -0.604 0.762 -0.146
Se 0.546 0.508 -0.425 1.002
H -3.428 -1.105 0.165 0.075
H 1.559 1.409 -2.542 -0.045
H -3.097 0.657 0.926 0.094
H 2.773 0.754 -1.308 -0.050
H 2.373 -0.862 0.847 0.007
H 0.643 -0.762 1.789 0.036
```

## Properties
Total energy   -2594.395111 Ha
Energy above the lowest of the compared OMol25 structures with the same formula, charge and spin   359.83 kJ/mol
Gap between HOMO and LUMO (spin up / spin down)   0.281 / 0.277 Ha
Highest occupied orbital energy (spin up / spin down)   -7.2 / -7.2 eV
2S+1   1

A structure of composition C3H6OSe at a distorted geometry, computed with the ωB97M-V functional and the def2-TZVPD basis.

The geometry in XYZ format:
```
11
Properties=species:S:1:pos:R:3:lowdin_charge:R:1
C 0.270 0.880 -0.814 -0.426
C -0.538 -0.022 1.129 -0.165
C 0.492 -0.179 0.086 -0.618
O 0.229 0.787 -1.998 0.017
Se 0.491 -1.979 -0.977 0.734
H 0.243 1.877 -0.355 0.137
H -0.616 0.880 1.617 0.059
H -0.461 -0.656 1.949 0.064
H -1.515 -0.187 0.770 0.082
H 1.781 -0.137 0.623 0.224
H -0.376 -1.265 -2.030 -0.108
```

## Properties
Total energy   -2594.485421 Ha
Energy above the lowest of the compared OMol25 structures with the same formula, charge and spin   122.72 kJ/mol
Gap between HOMO and LUMO   0.341 Ha
Highest occupied orbital energy   -8.9 eV
2S+1   1

An isolated molecule of C3H6P2 at a distorted geometry, computed with the ωB97M-V functional and the def2-TZVPD basis.

The geometry in XYZ format:
```
11
Properties=species:S:1:pos:R:3:lowdin_charge:R:1
C 0.833 -0.611 -0.854 -1.018
C -0.707 0.882 0.829 -0.178
C -0.793 -0.262 -0.187 -0.242
P 2.312 0.404 -0.933 0.555
P 2.158 -1.346 0.136 0.561
H 0.455 -1.113 -1.736 0.006
H -1.062 0.586 1.882 0.087
H -1.188 1.879 0.500 0.090
H 0.355 1.044 0.968 -0.003
H -1.386 -0.344 -1.093 0.071
H -0.978 -1.117 0.486 0.071
```

## Properties
Total energy   -800.513381 Ha
Energy above the lowest of the compared OMol25 structures with the same formula, charge and spin   131.04 kJ/mol
Gap between HOMO and LUMO   0.278 Ha
Highest occupied orbital energy   -8.5 eV
2S+1   1

An isolated molecule of C3H6P2 at a distorted geometry, computed with the ωB97M-V functional and the def2-TZVPD basis.

The geometry in XYZ format:
```
11
Properties=species:S:1:pos:R:3:lowdin_charge:R:1
C -0.219 -0.260 -0.638 -0.306
C -0.918 1.047 -0.534 -0.223
C -1.372 0.006 0.371 -0.194
P 3.303 0.471 -0.135 0.117
P 1.450 -0.628 0.156 0.347
H -0.306 1.911 -0.158 0.117
H -1.423 1.182 -1.473 0.099
H -2.296 -0.570 0.340 0.100
H -0.923 -0.090 1.342 0.065
H 1.120 -1.267 1.323 -0.065
H 1.585 -1.803 -0.594 -0.057
```

## Properties
Total energy   -800.382260 Ha
Energy above the lowest of the compared OMol25 structures with the same formula, charge and spin   475.29 kJ/mol
Gap between HOMO and LUMO (spin up / spin down)   0.231 / 0.230 Ha
Highest occupied orbital energy (spin up / spin down)   -7.3 / -7.6 eV
2S+1   1

A structure of composition C3H6S2 at a distorted geometry, computed with the ωB97M-V functional and the def2-TZVPD basis.

The geometry in XYZ format:
```
11
Properties=species:S:1:pos:R:3:lowdin_charge:R:1
C -1.740 -1.003 0.090 -0.576
C 0.562 0.255 0.075 -1.217
C 1.240 1.623 0.064 -0.288
H -1.925 -1.746 -0.689 -0.001
H -0.635 -1.316 0.864 0.039
H -2.818 -1.142 1.029 0.141
H 0.506 2.421 -0.948 0.181
H 0.991 2.331 1.334 0.175
H 2.448 1.367 0.167 0.085
S -1.266 0.678 -0.126 0.719
S 1.332 -1.126 -0.069 0.743
```

## Properties
Total energy   -914.044128 Ha
Energy above the lowest of the compared OMol25 structures with the same formula, charge and spin   607.93 kJ/mol
Gap between HOMO and LUMO   0.308 Ha
Highest occupied orbital energy   -9.0 eV
2S+1   1

An isolated molecule of C3H6S3 at a distorted geometry, computed with the ωB97M-V functional and the def2-TZVPD basis.

The geometry in XYZ format:
```
12
Properties=species:S:1:pos:R:3:lowdin_charge:R:1
S -3.008 -0.055 -0.119 0.737
C -1.471 -0.101 0.651 -0.489
C -0.145 -0.117 -0.232 -0.266
C 1.157 -0.141 0.405 -1.061
S 2.093 1.426 0.063 0.672
S 2.137 -1.631 -0.070 0.678
H -3.718 0.089 1.004 -0.136
H -1.379 -0.075 1.716 0.038
H -0.273 -0.119 -1.297 0.070
H 1.098 -0.186 1.490 0.053
H 1.964 1.363 -1.264 -0.148
H 2.010 -1.463 -1.386 -0.148
```

## Properties
Total energy   -1312.381278 Ha
Energy above the lowest of the compared OMol25 structures with the same formula, charge and spin   206.98 kJ/mol
Gap between HOMO and LUMO   0.303 Ha
Highest occupied orbital energy   -7.9 eV
2S+1   1
Structure (SMILES)   S/C=C/C(S)S

A cluster of 2 separate species, C3H6Se in total at a distorted geometry, computed with the ωB97M-V functional and the def2-TZVPD basis.

The geometry in XYZ format:
```
10
Properties=species:S:1:pos:R:3:lowdin_charge:R:1
C -1.477 -0.866 -0.563 -0.029
C -0.251 -0.608 -0.070 -0.393
C 0.428 0.649 0.230 -0.646
Se 2.254 0.389 0.544 0.824
H -2.009 -1.848 -0.549 0.057
H -2.081 -0.106 -1.201 0.085
H 0.464 -1.378 0.384 0.074
H 0.141 1.508 -0.350 0.044
H -0.227 0.812 1.751 0.200
H 2.758 1.448 -0.175 -0.217
```

## Properties
Total energy   -2519.184493 Ha
Energy above the lowest of the compared OMol25 structures with the same formula, charge and spin   213.07 kJ/mol
Gap between HOMO and LUMO   0.325 Ha
Highest occupied orbital energy   -8.6 eV
2S+1   1

A cluster of 2 separate species, C3H6Si in total at a distorted geometry, computed with the ωB97M-V functional and the def2-TZVPD basis.

The geometry in XYZ format:
```
10
Properties=species:S:1:pos:R:3:lowdin_charge:R:1
C 1.387 -0.190 0.938 -0.051
C 0.134 -0.173 0.440 -0.440
C 1.257 -0.160 -0.545 -0.252
Si -1.638 -0.026 0.092 0.625
H 1.869 0.077 1.833 0.071
H 1.208 1.078 -1.304 0.165
H 1.673 -1.008 -1.174 0.077
H -1.849 1.255 -0.735 -0.056
H -2.117 0.211 1.428 -0.088
H -1.924 -1.064 -0.972 -0.052
```

## Properties
Total energy   -407.216338 Ha
Energy above the lowest of the compared OMol25 structures with the same formula, charge and spin   262.93 kJ/mol
Gap between HOMO and LUMO   0.355 Ha
Highest occupied orbital energy   -8.9 eV
2S+1   1

A cluster of 2 separate species, C3H7BO3 in total at a distorted geometry, computed with the ωB97M-V functional and the def2-TZVPD basis.

The geometry in XYZ format:
```
14
Properties=species:S:1:pos:R:3:lowdin_charge:R:1
B -0.283 1.413 0.380 -0.695
C 0.014 -1.193 0.244 -0.279
C 0.328 -1.640 -1.171 -0.030
C 0.953 0.540 0.867 0.101
O -0.834 -1.475 1.054 0.052
O -0.102 2.387 -0.563 0.115
O -1.634 1.087 0.709 0.089
H 1.491 -1.896 -1.165 0.131
H 0.060 -0.775 -1.824 0.100
H -0.236 -2.604 -1.394 0.099
H 0.989 0.282 1.890 0.046
H 1.892 0.624 0.378 0.047
H -0.915 3.024 -0.555 0.161
H -1.722 0.224 1.150 0.064
```

## Properties
Total energy   -369.117887 Ha
Energy above the lowest of the compared OMol25 structures with the same formula, charge and spin   171.18 kJ/mol
Gap between HOMO and LUMO   0.346 Ha
Highest occupied orbital energy   -8.9 eV
2S+1   1

An isolated molecule of C3H7Br2O4P, computed with the ωB97M-V functional and the def2-TZVPD basis.

The geometry in XYZ format:
```
17
Properties=species:S:1:pos:R:3:lowdin_charge:R:1
C -0.201 1.989 0.284 -0.128
C -1.350 1.079 -0.165 -0.774
Br -1.660 1.208 -2.071 0.731
C -1.143 -0.371 0.251 -0.825
Br -2.805 -1.379 0.166 0.744
O -0.212 -1.075 -0.532 -0.258
P 1.366 -1.061 -0.311 0.317
O 2.108 0.140 -0.659 -0.218
O 1.699 -2.353 -1.168 -0.073
O 1.574 -1.464 1.218 -0.086
H 0.385 1.521 1.076 0.077
H -0.605 2.924 0.667 0.081
H 0.477 2.212 -0.534 0.060
H -2.279 1.398 0.299 0.072
H -0.867 -0.396 1.306 0.093
H 2.627 -2.348 -1.424 0.095
H 0.887 -2.025 1.595 0.093
```

## Properties
Total energy   -5908.983162 Ha
Gap between HOMO and LUMO   0.385 Ha
Highest occupied orbital energy   -10.2 eV
2S+1   1
Structure (SMILES)   C[C@@H](Br)[C@@H](Br)OP(=O)(O)O

Which formula does entry 9 have? C3H7BO3